Computed, not measured: C25H21N9ORhS2 as an isolated structure, with ωB97M-V with the def2-TZVPD basis set.

Results
- M (g/mol) = 630.55
- energy above the lowest of the compared OMol25 structures with the same formula, charge and spin (eV) = 0.000
- F_max (eV/A) = 0.08
- E_HOMO (eV) = -10.18
- energy (eV) = -66402.346
- gap between HOMO and LUMO (eV) = 7.611

```
! wB97M-V def2-TZVPD RIJCOSX def2/J DEFGRID3
* xyz 1 1
Rh -0.774 0.239 -0.108
S 1.284 0.980 -0.878
S -0.307 -1.718 -1.187
O -1.476 2.001 0.975
N 4.743 -5.250 -1.141
N -0.148 -0.633 1.642
N 6.813 -1.726 -0.839
N -1.515 3.753 2.379
N -2.645 -0.482 0.572
N -3.911 0.670 -2.679
N -1.948 0.829 -1.690
N 0.500 2.910 1.638
N -0.658 -2.038 3.263
C -3.498 -0.740 -0.605
C 5.666 -1.759 -0.898
C 3.542 -0.566 -0.918
C -0.835 2.858 1.629
C 3.145 -0.531 3.374
C -1.921 1.648 -2.812
C -0.915 2.462 -3.328
C 2.155 -0.547 -0.958
C -3.459 2.256 -4.610
C 0.657 -1.651 3.490
C 3.524 -2.972 -1.094
C 0.972 -0.760 2.463
C 4.233 -1.769 -0.980
C -3.135 0.269 -1.652
C -2.457 3.060 -5.112
C -3.160 1.553 -3.448
C 2.238 -0.181 2.397
C 1.449 -1.747 -1.078
C 4.210 -4.232 -1.131
C 2.814 -1.428 4.403
C -1.206 3.160 -4.480
C 1.564 -2.003 4.483
C 2.136 -2.951 -1.146
C -1.080 -1.410 2.150
C -2.403 -1.621 1.476
H 4.095 0.360 -0.827
H 1.594 -3.883 -1.230
H -4.849 0.361 -2.869
H -3.254 -1.736 -0.981
H -0.449 3.797 -4.917
H 1.308 -2.698 5.272
H -2.637 3.626 -6.015
H -1.191 -2.691 3.812
H -3.209 -1.760 2.200
H 0.997 3.581 2.196
H -2.513 3.783 2.267
H 4.142 -0.113 3.346
H 3.560 -1.677 5.146
H -4.564 -0.715 -0.368
H 2.499 0.495 1.595
H 1.021 2.277 1.039
H -1.063 4.563 2.765
H 0.052 2.521 -2.851
H -4.421 2.176 -5.097
H -2.324 -2.523 0.865
H -2.990 0.324 1.091
*
```



Computed, not measured: C25H22BCl2N8O2ReSSe2 as an isolated structure in a non-equilibrium geometry, with ωB97M-V with the def2-TZVPD basis set.

Results
- M (g/mol) = 924.42
- energy above the lowest of the compared OMol25 structures with the same formula, charge and spin (eV) = 0.157
- <S²> = 3.81
- F_max (eV/A) = 3.71
- E_HOMO (spin up / spin down) (eV) = -4.10 / -4.10
- energy (eV) = -211677.954
- gap between HOMO and LUMO (spin up / spin down) (eV) = 4.403 / 3.738

```
! wB97M-V def2-TZVPD RIJCOSX def2/J DEFGRID3
* xyz -1 4
Re 10.716 9.676 10.762
Se 6.682 4.650 10.220
Se 6.300 11.297 9.568
Cl 10.516 10.042 19.623
Cl 14.833 8.327 17.034
S 10.089 7.469 10.587
O 10.597 10.503 12.775
O 9.037 8.888 12.950
N 7.774 5.545 12.806
N 9.126 6.643 8.127
N 12.553 8.917 11.361
N 11.077 9.374 8.804
N 12.011 9.256 17.267
N 10.442 8.473 8.040
N 11.650 11.538 10.326
N 8.952 10.388 10.342
C 14.103 9.033 18.452
C 12.301 11.383 9.096
C 12.469 10.076 6.932
C 13.592 8.433 11.685
C 12.936 10.022 20.803
C 11.865 10.290 8.272
C 13.124 13.360 10.815
C 9.848 7.530 8.738
C 12.194 9.825 19.651
C 9.853 9.628 13.459
C 7.237 5.335 11.788
C 14.307 9.795 20.714
C 10.103 9.831 15.007
C 8.846 6.618 16.562
C 10.786 7.340 17.854
C 9.183 7.544 15.574
C 13.190 12.377 8.625
C 10.124 8.603 15.849
C 9.725 6.523 17.669
C 12.107 12.456 11.169
C 14.815 9.120 19.612
C 12.730 9.378 18.455
C 13.660 13.333 9.523
C 10.961 8.446 16.990
C 7.862 10.810 10.067
B 15.063 8.053 12.053
H 12.027 10.684 6.165
H 12.339 9.771 16.445
H 8.038 5.891 16.513
H 15.879 8.811 19.634
H 12.258 8.994 6.649
H 11.382 7.210 18.763
H 15.705 8.707 11.272
H 9.553 5.736 18.364
H 11.715 12.382 12.190
H 13.451 12.415 7.584
H 14.373 14.068 9.196
H 15.330 8.233 13.185
H 13.329 14.181 11.515
H 15.210 6.903 11.658
H 14.986 10.289 21.380
H 9.184 10.411 15.350
H 8.768 7.427 14.546
H 13.517 10.371 7.074
H 12.429 10.335 21.742
H 8.516 5.982 8.649
H 11.052 10.410 15.082
H 9.009 6.700 7.109
*
```



Computed, not measured: C25H22Cl2N2OS2 as an isolated structure in a non-equilibrium geometry, with ωB97M-V with the def2-TZVPD basis set.

Results
- M (g/mol) = 501.50
- F_max (eV/A) = 15.98
- E_HOMO (eV) = -7.69
- energy (eV) = -78004.228
- gap between HOMO and LUMO (eV) = 7.617

```
! wB97M-V def2-TZVPD RIJCOSX def2/J DEFGRID3
* xyz 0 1
Cl 0.644 -2.667 1.916
Cl 1.087 2.914 -1.695
S 1.627 1.000 2.007
S -1.411 -2.136 -0.653
O -1.495 2.462 1.101
N 0.750 -1.008 -0.423
N -1.306 0.319 0.192
C 3.433 -3.904 -0.528
C -2.853 -1.218 -0.649
C -0.760 1.420 0.490
C 3.176 1.340 1.446
C -3.465 1.238 -0.789
C 2.977 2.168 -0.119
C -2.716 0.136 -0.172
C 2.451 -1.753 -1.394
C 0.764 1.576 0.705
C -4.099 -1.645 -1.068
C 5.358 2.093 -0.013
C 4.185 2.472 -0.581
C 2.565 -3.855 0.493
C -3.291 0.119 1.710
C 4.319 1.175 2.048
C 5.533 1.826 1.201
C 2.339 -0.822 -2.594
C 1.551 -2.995 0.811
C -4.929 0.261 1.593
C -5.323 1.202 0.817
C 3.483 -3.019 -1.443
C -4.456 2.209 0.253
C 1.538 2.097 -0.075
C 1.525 -1.990 -0.312
C -0.474 -0.874 -0.257
H 1.568 -1.241 -3.207
H 6.514 1.580 1.671
H 2.384 0.060 -2.183
H -2.897 -0.759 1.890
H -3.594 2.604 0.764
H 4.084 -3.048 -2.120
H 3.945 2.857 -1.529
H -4.164 -2.722 -1.457
H -5.907 0.724 -0.093
H -2.621 1.768 -1.194
H -4.847 -0.975 -1.281
H 2.573 -4.660 1.489
H -5.078 0.292 2.495
H 4.474 0.709 2.772
H 4.260 -4.878 -0.412
H -5.336 -0.760 1.206
H 3.334 -0.894 -3.104
H 6.202 2.494 -0.561
H -4.695 2.772 -0.594
H -2.908 1.006 1.991
H -4.014 0.922 -1.740
H -6.007 2.007 1.176
*
```



Computed, not measured: C25H22Cl5GaN4S3 as an isolated structure, with ωB97M-V with the def2-TZVPD basis set.

Results
- M (g/mol) = 721.67
- F_max (eV/A) = 0.44
- E_HOMO (eV) = -13.86
- energy (eV) = -179725.794
- gap between HOMO and LUMO (eV) = 6.818

```
! wB97M-V def2-TZVPD RIJCOSX def2/J DEFGRID3
* xyz 2 1
Ga 1.100 0.313 -2.596
Cl 1.410 -0.049 0.696
Cl 4.092 -0.497 2.106
Cl 3.963 -0.152 -4.090
Cl 6.718 -0.748 0.471
Cl 6.643 -0.575 -2.630
S -0.530 -1.311 -2.170
S -0.202 1.953 -1.540
S 0.494 1.121 -4.669
N 1.196 -0.985 -6.167
N 2.205 1.004 -6.686
N -2.333 1.512 -0.079
N -1.941 -1.229 0.044
C 3.978 -0.209 -2.354
C 5.202 -0.414 -1.725
C 2.781 -0.066 -1.657
C -0.583 3.244 3.434
C 0.762 -3.884 3.297
C -1.451 -3.326 2.551
C -1.547 3.802 4.268
C -2.152 3.268 1.610
C -2.629 -0.540 1.151
C -2.488 2.967 0.172
C -3.114 3.821 2.446
C -1.902 -2.721 0.152
C 0.376 -3.357 0.985
C 1.241 -3.724 2.004
C 2.850 -0.164 -0.271
C -2.808 4.092 3.774
C -0.882 2.981 2.108
C -1.327 -0.547 -0.878
C 1.397 0.296 -5.925
C -0.585 -3.690 3.571
C -0.973 -3.146 1.256
C 5.236 -0.493 -0.331
C -3.326 0.666 0.598
C -1.368 0.986 -0.779
C 4.055 -0.376 0.399
H -3.342 -1.234 1.586
H 2.350 1.979 -6.475
H -1.896 -0.270 1.915
H -1.863 3.508 -0.532
H -0.964 -3.842 4.572
H 1.436 -4.178 4.090
H -2.929 -3.028 0.350
H 0.406 3.030 3.817
H -4.099 4.056 2.061
H -0.118 2.567 1.459
H -3.531 3.205 -0.040
H 2.659 0.623 -7.504
H -1.309 4.015 5.301
H 2.287 -3.897 1.788
H -3.762 1.254 1.404
H -2.508 -3.216 2.764
H -1.605 -3.124 -0.810
H 0.748 -3.247 -0.027
H -4.110 0.399 -0.115
H 1.659 -1.475 -6.920
H 0.489 -1.480 -5.650
H -3.557 4.532 4.419
*
```